Entry 1:
2 unconnected molecules or ions with the total composition C8H8FO3S in a non-equilibrium geometry, computed with the ωB97M-V functional and the def2-TZVPD basis.

The HOMO energy (alpha / beta) comes out at -3.63 / -3.86 eV. Its HOMO-LUMO gap (alpha / beta) is 6.6 / 7.3 eV. Its net charge is -1. Its spin multiplicity is 1.

```
21
Properties=species:S:1:pos:R:3:forces:R:3:nbo_charge:R:1
C 1.18510 -2.18934 1.78609 -0.544 2.272 -2.972 -0.243
C 1.40825 -1.93506 0.40853 -1.012 0.025 0.145 -0.221
C 0.27195 -1.39055 2.41926 0.667 -0.978 -0.692 -0.205
C 0.58725 -1.09056 -0.30174 -0.677 0.706 0.380 -0.184
C -0.50114 -0.51588 1.76251 -0.729 1.149 -1.669 -0.211
C -0.42071 -0.33794 0.38497 0.796 -0.478 -2.284 -0.144
C -1.57561 0.51136 -1.85920 4.762 -0.520 0.873 -0.704
C -1.24262 0.54776 -0.40123 0.622 0.358 1.581 0.429
O -0.09542 3.81383 -1.24281 0.352 -0.842 0.060 -0.981
O 1.31321 2.00194 -2.21743 -0.395 -0.257 -0.397 -1.002
O 1.79702 2.82185 -0.00659 0.350 0.082 1.037 -0.977
F -2.19392 1.17189 0.39717 0.240 -0.187 -0.876 -0.375
S 0.76571 2.62649 -1.00516 -0.754 0.555 -0.587 2.093
H 1.65059 -2.83677 2.40078 2.105 -2.322 1.342 0.193
H 2.10952 -2.31114 -0.28678 1.236 -1.277 0.304 0.207
H 0.20340 -1.53758 3.43537 -0.513 -0.055 2.268 0.193
H 0.75593 -0.98631 -1.38801 -0.161 0.164 0.794 0.219
H -1.21451 0.07860 2.22012 -1.192 0.958 1.265 0.212
H -0.56823 0.44046 -2.49398 -2.326 0.218 1.336 0.266
H -2.03473 1.41033 -2.00998 -1.274 2.366 -1.039 0.239
H -2.20104 -0.29337 -2.00188 -1.554 -1.935 -0.868 0.196
```
Forces are in eV/Å.


Entry 2:
A molecular structure, C4H8IN2S in a non-equilibrium geometry, computed with the ωB97M-V functional and the def2-TZVPD basis.

The HOMO energy comes out at -12.37 eV. Its HOMO-LUMO gap is 8.9 eV. Its net charge is +1. Its spin multiplicity is 1.

```
16
Properties=species:S:1:pos:R:3:forces:R:3:nbo_charge:R:1
C -2.02685 2.04663 -0.17595 -1.468 -7.130 1.282 -0.425
C -2.49790 0.70342 0.09680 0.871 3.750 -1.030 -0.409
C 1.02876 -0.83236 -0.00584 1.517 0.239 0.606 0.568
C 2.30906 -0.04580 0.27985 0.224 -2.266 -3.983 -0.681
N 0.99163 -1.99473 -0.64498 -0.193 1.744 0.712 -0.720
N 0.01595 -0.21356 0.54502 -0.931 -0.549 -0.460 -0.681
S -1.65799 -0.78302 0.50815 0.760 0.891 -0.029 0.513
I -4.55578 0.17497 -0.03254 0.735 0.216 0.309 0.276
H -2.87829 2.66807 -0.13397 0.028 1.577 -0.572 0.256
H -0.96962 2.07585 -0.39021 -0.081 1.103 0.171 0.222
H 2.40598 0.21563 1.26393 0.060 0.933 2.390 0.252
H 3.15944 -0.65888 -0.00239 0.248 -0.218 0.253 0.250
H 2.37682 0.75535 -0.46024 -0.272 0.373 0.452 0.269
H 1.84644 -2.39304 -0.99598 -0.189 -0.168 -0.198 0.442
H 0.07041 -2.32368 -0.86995 -0.085 -0.706 -0.337 0.434
H 0.38195 0.60518 1.01830 -1.224 0.214 0.433 0.434
```
Forces are in eV/Å.


Entry 3:
C8H16N2O3 in the gas phase in a non-equilibrium geometry, computed with the ωB97M-V functional and the def2-TZVPD basis.

The HOMO energy comes out at -9.66 eV. As for the SMILES: CC(C)C[C@H](NC(=O)CN)C(=O)O. Its HOMO-LUMO gap is 10.1 eV. Its net charge is 0. Its spin multiplicity is 1.

```
29
Properties=species:S:1:pos:R:3:forces:R:3:nbo_charge:R:1
C -2.45195 -0.84046 0.62807 -0.551 -0.561 2.709 -0.335
C -2.53921 -0.37971 -0.73495 -1.628 -0.709 -2.751 0.638
C -0.33345 0.69124 -0.63305 -0.326 -0.859 0.801 -0.230
C 0.20009 2.10654 -0.46352 -0.031 1.055 -0.522 0.784
C 0.70268 -0.32064 -1.07253 2.189 -1.178 -0.755 -0.398
C 2.02417 -0.34186 -0.16405 -2.665 2.728 1.302 -0.218
C 3.08122 -1.26961 -0.54330 -1.964 -2.769 -5.052 -0.606
C 1.49519 -0.38610 1.34738 0.192 -2.629 -2.100 -0.613
H -2.92921 1.05192 1.56278 -0.648 -0.451 0.040 0.389
H -1.63417 0.21944 2.28051 -1.155 0.271 -1.009 0.385
H -3.41901 -1.23999 0.97235 0.313 -0.324 -0.684 0.233
H -1.69853 -1.68747 0.72840 -0.562 1.414 0.238 0.240
H -2.07370 0.99266 -2.02531 1.359 -0.789 1.287 0.421
H -0.51922 0.36969 0.36543 0.082 0.280 0.600 0.274
H 0.99689 -0.21026 -2.11721 0.110 0.292 -0.091 0.216
H 0.40398 -1.37427 -1.01443 -0.969 0.225 0.087 0.204
H 2.52275 0.58620 -0.45764 -0.441 0.667 1.021 0.222
H 3.11508 -1.06218 -1.70042 0.815 -0.151 1.816 0.210
H 4.03582 -1.18986 -0.13789 1.423 0.353 0.926 0.224
H 2.77149 -2.34036 -0.67440 0.214 0.493 1.016 0.196
H 1.18268 -1.48745 1.54454 0.216 1.701 -0.308 0.195
H 2.29349 -0.21531 2.00545 0.999 0.527 1.097 0.218
H 0.65322 0.26655 1.52054 0.263 0.166 0.402 0.193
H -1.26397 2.39459 0.63756 -0.397 -0.152 0.535 0.489
N -2.19798 0.38276 1.41498 2.331 -0.756 2.231 -0.895
N -1.70175 0.57432 -1.12364 1.037 2.620 -2.740 -0.609
O -3.39447 -0.73403 -1.53764 -0.414 -0.381 0.611 -0.605
O 1.13240 2.55927 -1.06403 -0.011 -0.308 0.166 -0.550
O -0.45456 2.88439 0.45602 0.219 -0.775 -0.874 -0.673
```
Forces are in eV/Å.


Entry 4:
A molecular structure, C33H22NO8PSW in a non-equilibrium geometry, computed with the ωB97M-V functional and the def2-TZVPD basis.

The HOMO energy comes out at -14.47 eV. Its HOMO-LUMO gap is 6.3 eV. Its net charge is +2. Its spin multiplicity is 1.

```
67
Properties=species:S:1:pos:R:3:forces:R:3:nbo_charge:R:1
W -0.03508 -0.95675 -0.58459 0.038 -0.486 -1.266 1.449
O 6.00845 -0.15423 0.32883 -0.019 -0.013 0.005 -0.589
C 4.71522 -0.24131 0.08520 0.114 0.041 -0.034 0.406
C 4.12541 0.10200 -1.14199 0.336 0.082 -0.062 -0.261
C 2.77675 -0.05740 -1.27319 -0.281 -0.016 -0.013 0.139
N 2.02606 -0.53319 -0.28031 0.086 0.128 0.257 -0.523
C 2.57093 -0.81004 0.91423 -0.261 0.023 -0.166 0.089
C 3.90402 -0.68559 1.14667 0.244 -0.033 0.169 -0.182
C 1.52015 -1.19738 1.90662 0.122 0.225 -0.195 0.763
O 1.67020 -1.34755 3.06503 -0.126 -0.152 0.200 -0.428
O 0.30972 -1.29709 1.25548 -0.038 -0.180 0.238 -0.692
C 1.93137 0.29867 -2.46503 -0.099 -0.033 0.117 0.765
O 2.32745 0.85599 -3.43474 0.026 0.002 -0.164 -0.476
O 0.66382 -0.08302 -2.23794 -0.110 -0.141 -0.071 -0.699
H 6.52369 0.13907 -0.43582 -0.007 0.013 -0.010 0.514
H 4.70134 0.48560 -1.97644 -0.014 -0.012 0.025 0.274
H 4.33071 -0.92036 2.11424 -0.017 0.027 -0.044 0.280
O -1.95966 -1.72795 0.09650 -0.152 -0.251 -0.180 -0.433
C -2.06511 -0.62731 -0.41083 -0.199 0.417 0.902 0.406
C -2.97260 0.46989 -0.28008 -0.032 0.081 -0.402 -0.129
C -4.36396 0.40690 -0.21613 -0.070 -0.130 0.038 -0.147
C -5.05277 1.58176 0.00713 -0.032 0.053 0.027 -0.168
C -4.36297 2.78188 0.19407 -0.017 0.008 0.009 -0.113
C -2.97559 2.83289 0.14624 -0.054 0.085 0.011 -0.185
C -2.27570 1.67180 -0.12650 0.130 -0.026 -0.084 -0.297
P -0.45110 1.57968 -0.15467 -0.368 0.308 0.049 1.216
C 0.02033 2.19578 1.47505 0.148 -0.147 0.036 -0.439
C -0.31179 1.37460 2.56130 0.012 0.137 -0.015 -0.136
C -0.01348 1.77255 3.85179 0.007 0.027 0.023 -0.204
C 0.60390 2.99828 4.07235 -0.006 -0.010 0.051 -0.149
C 0.89568 3.83338 3.00546 0.016 0.032 -0.046 -0.191
C 0.61154 3.43903 1.70486 -0.079 -0.046 0.068 -0.180
C 0.03350 2.62086 -1.53411 0.098 -0.027 0.088 -0.456
C 1.18912 3.40264 -1.54346 0.077 -0.103 -0.101 -0.187
C 1.50027 4.15967 -2.66387 0.064 -0.014 0.082 -0.192
C 0.67724 4.12578 -3.77682 -0.064 -0.007 -0.077 -0.137
C -0.45299 3.31439 -3.78852 0.039 0.027 -0.042 -0.202
C -0.77136 2.55751 -2.67769 0.015 0.128 0.067 -0.106
H -4.88314 -0.53470 -0.34624 0.027 0.042 0.011 0.251
H -6.13344 1.57018 0.05105 0.016 0.015 0.001 0.255
H -4.91989 3.69049 0.38508 0.003 -0.024 -0.014 0.251
H -2.45357 3.76754 0.31058 -0.021 0.001 0.000 0.248
H -0.82370 0.43521 2.40835 -0.003 -0.062 0.024 0.212
H -0.26322 1.12981 4.68586 -0.007 0.007 -0.033 0.246
H 0.84304 3.30839 5.08177 -0.021 -0.007 -0.033 0.244
H 1.34199 4.80396 3.18097 -0.002 -0.039 -0.011 0.243
H 0.81860 4.11774 0.89608 0.021 0.072 -0.097 0.231
H 1.86593 3.41110 -0.70342 0.035 0.008 0.103 0.222
H 2.39404 4.77043 -2.66426 -0.041 -0.012 -0.002 0.240
H 0.91929 4.72419 -4.64624 -0.004 -0.035 0.032 0.244
H -1.08263 3.27264 -4.66799 0.025 -0.009 0.035 0.242
H -1.64324 1.91845 -2.70235 -0.089 -0.001 0.004 0.211
O -1.59050 -7.84935 1.63384 -0.012 0.056 -0.006 -0.637
C -1.05267 -6.64538 1.87156 -0.096 -0.053 -0.006 0.754
O -0.68143 -6.33240 2.96249 0.048 0.006 0.023 -0.522
C -0.94255 -5.67708 0.71801 -0.097 -0.083 0.029 -0.063
C -1.83392 -5.65082 -0.35459 -0.035 0.007 -0.058 -0.181
C -1.72277 -4.68914 -1.34601 -0.125 0.049 0.045 -0.188
C -0.68114 -3.76983 -1.27645 0.016 -0.104 -0.154 -0.201
S -0.49217 -2.43615 -2.40121 0.374 0.342 0.684 0.255
C 0.24314 -3.83733 -0.23140 0.161 -0.332 -0.233 -0.254
C 0.09420 -4.76084 0.78585 -0.005 0.052 0.131 -0.151
H -1.74128 -8.01670 0.69567 0.030 0.014 -0.001 0.490
H -2.65170 -6.36021 -0.40871 0.020 0.007 0.008 0.238
H -2.43558 -4.64465 -2.15982 -0.001 -0.013 0.051 0.245
H 1.16058 -3.26824 -0.31363 0.236 0.081 0.037 0.211
H 0.77505 -4.80874 1.62685 0.017 0.000 -0.060 0.261
```
Forces are in eV/Å.


Entry 5:
2 unconnected molecules or ions with the total composition C10H16S in a non-equilibrium geometry, computed with the ωB97M-V functional and the def2-TZVPD basis.

The HOMO energy comes out at -8.33 eV. As for the SMILES: Cc1ccccc1.CCSC. Its HOMO-LUMO gap is 9.2 eV. Its net charge is 0. Its spin multiplicity is 1.

```
27
Properties=species:S:1:pos:R:3:forces:R:3:nbo_charge:R:1
C 0.30806 3.00312 -0.73900 -0.614 -0.090 -0.055 -0.548
C -0.84833 2.54185 -1.66015 0.062 0.173 -1.415 -0.651
C -1.37066 5.28819 -0.20222 0.047 -0.142 -0.010 -0.748
S 0.37155 4.80931 -0.64458 0.139 0.540 -0.034 0.160
H 0.14723 2.71458 0.28191 -0.589 -0.480 0.537 0.212
H 1.29439 2.51341 -0.91032 -0.543 0.953 -0.618 0.238
H -1.73347 2.22183 -1.07763 0.443 0.170 -0.520 0.213
H -0.51569 1.74933 -2.33560 -0.052 -0.597 0.565 0.222
H -1.29437 6.04025 0.63771 -0.365 -1.302 -0.640 0.233
H -1.79954 5.81840 -1.05381 0.146 0.024 -0.029 0.217
H -2.05479 4.39726 -0.06813 1.000 1.051 0.489 0.229
H -1.15073 3.27108 -2.49309 0.327 -0.328 1.737 0.225
C 1.45305 -4.88667 1.14350 0.398 -3.660 -2.350 -0.635
C -0.26745 -1.14223 0.12483 -0.215 1.742 -0.791 -0.217
C -1.10353 -2.23927 0.33414 1.860 0.435 1.008 -0.214
C 1.10003 -1.19226 0.40589 0.501 -2.152 0.421 -0.213
C -0.50191 -3.42572 0.73258 -1.846 0.334 -0.003 -0.194
C 1.70136 -2.44101 0.77457 -0.978 0.457 -1.345 -0.197
C 0.85917 -3.57028 0.82328 1.083 0.331 0.946 -0.055
H -0.71525 -0.19530 -0.31561 0.634 -1.104 0.946 0.211
H -2.13916 -2.06811 0.49812 -0.868 -0.163 -0.632 0.215
H 1.77485 -0.36159 0.39274 -0.121 0.651 -0.382 0.213
H -1.20618 -4.19716 1.04571 0.542 -0.334 -0.257 0.209
H 2.81123 -2.57105 0.81918 -1.162 0.284 0.270 0.218
H 0.87021 -5.85462 0.78645 0.460 2.243 0.289 0.214
H 1.60848 -5.19424 2.15775 0.391 0.657 0.862 0.227
H 2.40144 -5.02911 0.54177 -0.677 0.307 1.013 0.219
```
Forces are in eV/Å.


Entry 6:
2 unconnected molecules or ions with the total composition C4H8NS in a non-equilibrium geometry, computed with the ωB97M-V functional and the def2-TZVPD basis.

The HOMO energy comes out at -12.14 eV. Its HOMO-LUMO gap is 6.7 eV. Its net charge is +1. Its spin multiplicity is 1.

```
14
Properties=species:S:1:pos:R:3:forces:R:3:nbo_charge:R:1
C -0.58643 0.33444 -0.85501 -1.466 0.516 0.416 -0.324
C -1.79433 0.24714 -0.34091 1.783 1.021 0.113 -0.157
C -1.01918 1.55032 -0.01117 0.877 -3.938 1.245 -0.378
C 1.85363 -0.75681 -0.22467 -0.539 0.806 0.000 0.139
N 2.12345 -0.56880 1.01644 1.013 1.859 1.642 -0.621
S -3.22760 -0.39758 0.21943 -0.799 -2.337 -1.341 0.181
H 0.10789 -0.18568 -1.48122 -0.279 0.346 -0.550 0.201
H -0.62248 1.52365 1.01657 -0.136 0.419 -0.310 0.170
H -1.35948 2.47062 -0.32480 -0.539 1.788 -1.202 0.213
H 1.92438 -0.04922 -1.07920 0.969 0.052 1.390 0.259
H 1.40518 -1.65161 -0.56059 -0.279 -1.288 0.238 0.227
H 1.90740 -1.22592 1.82913 0.299 0.740 -1.898 0.466
H -3.28725 -1.65410 -0.57412 0.243 2.176 1.348 0.166
H 2.57481 0.36357 1.37014 -1.147 -2.160 -1.094 0.459
```
Forces are in eV/Å.


Energy relative to the best compared isomer or geometry (same formula, charge and spin) for every record listed, in sequence, given in kJ/mol: 141.4, 38.8, 277.4, 46.4, 154.7, 354.5.